Entry 1:
DFT (ωB97M-V/def2-TZVPD) results for a single C7H8N2OS molecule.

ORCA input file:
```
! RIJCOSX wB97M-V def2-TZVPD def2/J DEFGRID3
* xyz 0 1
C 1.556 1.306 -0.103
C 1.080 0.237 -0.848
C 1.014 1.596 1.182
C 0.062 -0.641 -0.433
C -0.069 0.732 1.627
C -0.339 -0.263 0.770
C -0.310 -1.834 -1.216
N -0.687 0.938 2.778
N -2.866 -0.063 1.426
O -2.081 -1.436 3.197
S -2.335 -0.063 2.920
H 2.239 2.027 -0.580
H 1.379 0.035 -1.953
H 1.263 2.481 1.749
H -1.275 -1.496 -1.794
H 0.444 -2.297 -1.866
H -0.669 -2.593 -0.614
H -0.274 1.733 3.213
H -2.950 0.738 0.825
*
```

Properties
ΔE to the lowest compared entry with this formula, charge and spin, kJ/mol: 554.2
Maximum force, eV/A: 3.571
HOMO energy (spin up / spin down), eV: -8.32 / -8.31
E_LUMO (spin up / spin down), eV: -1.2 / -1.9

---

Entry 2:
DFT (ωB97M-V/def2-TZVPD) results for 4 unconnected molecules or ions with the total composition C14H29N8O6S.

ORCA input file:
```
! RIJCOSX wB97M-V def2-TZVPD def2/J DEFGRID3
* xyz 1 1
C -3.007 3.545 -1.154
O -1.646 3.317 -0.851
C -1.222 2.001 -1.121
C -1.919 0.986 -0.225
C -1.385 -0.427 -0.194
C -0.473 -1.058 -1.179
C -0.112 -2.522 -0.877
C 1.092 -2.686 0.059
C 0.719 -2.515 1.509
O 0.097 -3.348 2.124
O 1.063 -1.341 2.071
N -1.846 -1.020 0.861
C -2.670 -0.122 1.694
C -1.951 1.187 1.319
N -2.494 2.415 1.871
C -1.713 3.137 2.465
S -0.722 4.064 3.221
H -3.668 3.217 -0.344
H -3.307 3.021 -2.070
H -3.175 4.609 -1.294
H -0.141 1.985 -0.993
H -1.463 1.788 -2.171
H -2.973 0.820 -0.496
H -0.950 -0.999 -2.160
H 0.454 -0.474 -1.187
H -0.962 -3.095 -0.503
H 0.167 -2.968 -1.833
H 1.466 -3.705 -0.032
H 1.916 -2.011 -0.183
H 0.744 -1.383 2.987
H -1.673 -1.985 1.126
H -2.618 -0.316 2.761
H -3.690 -0.173 1.310
H -0.923 1.028 1.670
C 0.673 -4.849 -4.374
O 0.260 -3.987 -3.596
N 0.516 -6.174 -4.125
N 1.311 -4.532 -5.530
H 0.840 -6.895 -4.741
H 0.044 -6.434 -3.279
H 1.441 -3.559 -5.739
H 1.654 -5.216 -6.177
C 1.165 6.165 7.001
O 1.539 7.143 7.614
N 1.856 4.981 7.009
N 0.018 6.163 6.249
H 1.562 4.162 6.515
H 2.700 4.950 7.551
H -0.513 7.013 6.223
H -0.309 5.367 5.737
C 3.209 -0.689 -3.222
O 3.627 0.387 -3.593
N 3.854 -1.448 -2.279
N 2.051 -1.240 -3.712
H 3.537 -2.350 -1.979
H 4.710 -1.081 -1.904
H 1.559 -0.719 -4.414
H 1.680 -2.128 -3.416
*
```

Properties
ΔE to the lowest compared entry with this formula, charge and spin, kJ/mol: 0.0
Maximum force, eV/A: 0.966
HOMO energy, eV: -11.42
E_LUMO, eV: -3.7

---

Entry 3:
DFT (ωB97M-V/def2-TZVPD) results for 2 unconnected molecules or ions with the total composition C3H9N3O2.

ORCA input file:
```
! RIJCOSX wB97M-V def2-TZVPD def2/J DEFGRID3
* xyz 0 1
C -1.123 1.177 -0.561
C 0.107 1.214 -1.077
N 0.620 2.301 -1.776
N -1.528 -0.069 0.088
H -1.840 1.981 -0.545
H 0.766 0.361 -0.968
H 1.583 2.494 -1.534
H 0.083 3.152 -1.708
H -2.529 -0.200 0.035
H -1.171 -0.257 1.073
H -1.000 -0.910 -0.307
N 1.572 -2.334 1.409
C 0.423 -1.612 1.098
O 0.065 -1.682 -0.129
O -0.161 -0.965 1.993
H 2.156 -2.543 0.614
H 1.978 -2.110 2.294
*
```

Properties
ΔE to the lowest compared entry with this formula, charge and spin, kJ/mol: 181.9
Maximum force, eV/A: 3.225
HOMO energy, eV: -8.58
E_LUMO, eV: 0.9

---

Entry 4:
DFT (ωB97M-V/def2-TZVPD) results for a molecular structure, C24H19CuN6S.

ORCA input file:
```
! RIJCOSX wB97M-V def2-TZVPD def2/J DEFGRID3
* xyz 0 1
Cu 0.046 -0.329 -0.038
C 4.748 1.537 1.436
C 4.814 0.788 0.267
C 3.687 0.623 -0.525
C 2.470 1.203 -0.157
C 2.413 1.959 1.013
C 3.543 2.124 1.800
N 1.290 0.929 -0.881
C 1.094 1.508 -2.060
C 1.989 2.507 -2.577
C 1.793 3.114 -3.779
C 0.692 2.785 -4.602
C -0.183 1.846 -4.153
C -0.037 1.192 -2.899
N -1.033 0.291 -2.689
N -1.142 -0.396 -1.628
C -2.247 -1.302 -1.670
C -3.253 -1.243 -2.635
C -4.269 -2.176 -2.565
C -4.255 -3.129 -1.553
C -3.214 -3.093 -0.642
N -2.231 -2.197 -0.692
H 5.628 1.666 2.053
H 5.748 0.328 -0.031
H 3.730 0.034 -1.434
H 1.465 2.397 1.300
H 3.482 2.712 2.707
H 2.834 2.789 -1.965
H 2.496 3.869 -4.108
H 0.553 3.270 -5.558
H -1.044 1.554 -4.741
H -3.221 -0.487 -3.403
H -5.068 -2.161 -3.295
H -5.032 -3.876 -1.471
H -3.163 -3.808 0.171
N 2.373 -1.359 2.017
C 1.133 -1.245 2.541
N 0.081 -0.892 1.862
C -1.062 -0.922 2.662
C -2.347 -0.596 2.243
C -3.382 -0.669 3.156
C -3.154 -1.060 4.477
C -1.879 -1.384 4.906
C -0.844 -1.309 3.985
S 0.853 -1.645 4.218
H 2.530 -0.895 1.131
H 3.155 -1.329 2.649
H -2.516 -0.306 1.215
H -4.387 -0.420 2.840
H -3.980 -1.109 5.174
H -1.695 -1.684 5.929
*
```

Properties
ΔE to the lowest compared entry with this formula, charge and spin, kJ/mol: 0.0
Maximum force, eV/A: 0.186
HOMO energy, eV: -7.02
E_LUMO, eV: -0.1

---

Entry 5:
DFT (ωB97M-V/def2-TZVPD) results for 2 unconnected molecules or ions with the total composition C2H8S2Si.

ORCA input file:
```
! RIJCOSX wB97M-V def2-TZVPD def2/J DEFGRID3
* xyz 0 1
C 1.601 -0.716 -0.204
C -2.527 -0.926 -0.242
Si 1.225 2.287 0.384
S 2.328 0.819 -0.788
S -1.894 0.574 0.472
H 2.155 -1.651 -0.319
H 0.754 -0.951 -0.839
H 1.277 -0.603 0.830
H -3.381 -1.491 0.177
H -1.807 -1.740 0.054
H -2.671 -0.825 -1.393
H 1.733 3.594 0.213
H 1.207 1.630 1.657
*
```

Properties
ΔE to the lowest compared entry with this formula, charge and spin, kJ/mol: 505.4
Maximum force, eV/A: 4.057
HOMO energy, eV: -7.37
E_LUMO, eV: -2.3

---

Entry 6:
DFT (ωB97M-V/def2-TZVPD) results for a single C13H17N3O3S2 molecule.

ORCA input file:
```
! RIJCOSX wB97M-V def2-TZVPD def2/J DEFGRID3
* xyz 0 1
C -2.311 -1.803 -1.871
C -3.366 -1.313 -0.880
N -3.009 -0.055 -0.274
C -3.277 1.187 -0.959
C -4.712 1.666 -0.756
S -2.513 -0.023 1.300
O -2.739 1.292 1.823
O -3.054 -1.158 1.987
C -0.742 -0.261 1.131
C 0.073 0.842 0.958
C 1.430 0.663 0.764
C 1.960 -0.627 0.740
C 3.373 -0.839 0.536
N 3.995 -1.975 0.445
N 5.296 -1.719 0.258
C 5.423 -0.426 0.242
S 6.882 0.462 0.035
C 6.220 2.155 0.164
O 4.241 0.208 0.411
C 1.128 -1.735 0.922
C -0.225 -1.545 1.118
H -2.210 -1.106 -2.700
H -2.602 -2.771 -2.268
H -1.344 -1.899 -1.383
H -4.334 -1.219 -1.383
H -3.474 -2.026 -0.060
H -3.060 1.055 -2.022
H -2.590 1.930 -0.551
H -4.888 1.821 0.305
H -5.422 0.930 -1.126
H -4.871 2.603 -1.284
H -0.366 1.826 0.999
H 2.082 1.514 0.634
H 7.071 2.819 0.055
H 5.758 2.293 1.136
H 5.504 2.329 -0.633
H 1.568 -2.720 0.908
H -0.894 -2.375 1.281
*
```

Properties
ΔE to the lowest compared entry with this formula, charge and spin, kJ/mol: 248.9
SMILES string: CCN(CC)S(=O)(=O)c1ccc(-c2nnc(SC)o2)cc1
Maximum force, eV/A: 1.771
HOMO energy, eV: -8.58
E_LUMO, eV: -0.1

---

Entry 7:
DFT (ωB97M-V/def2-TZVPD) results for a molecular structure, C32H23BrCl3MnN5O4S.

ORCA input file:
```
! RIJCOSX wB97M-V def2-TZVPD def2/J DEFGRID3
* xyz 0 2
Mn -0.335 2.555 -1.469
Br 1.704 6.200 4.632
C 1.454 5.374 2.942
C 2.484 5.438 1.975
C 2.330 4.860 0.753
C 1.131 4.162 0.402
O 1.036 3.631 -0.753
C 0.110 4.109 1.397
C -1.134 3.438 1.197
N -1.485 2.820 0.135
C -2.750 2.148 0.053
C -3.730 2.126 0.983
C -4.942 1.414 0.754
C -5.145 0.733 -0.400
C -4.132 0.730 -1.393
C -4.244 0.039 -2.627
C -3.239 0.116 -3.530
C -2.090 0.894 -3.214
N -1.950 1.512 -2.089
C -2.955 1.443 -1.162
C 0.300 4.728 2.658
H 3.407 5.954 2.216
H 3.112 4.911 0.005
H -1.817 3.466 2.048
H -3.614 2.663 1.917
H -5.711 1.421 1.517
H -6.068 0.194 -0.577
H -5.139 -0.538 -2.835
H -3.294 -0.390 -4.486
H -1.266 1.007 -3.911
H -0.492 4.682 3.399
O 0.763 2.249 -3.231
N 0.306 3.232 -3.875
O -0.565 3.830 -3.220
Cl -4.735 -2.664 1.082
C -3.064 -2.883 0.637
C -2.061 -2.399 1.458
C -0.739 -2.641 1.116
C -0.403 -3.351 -0.033
C 1.041 -3.623 -0.362
C 1.580 -2.637 -1.394
N 1.440 -1.252 -0.965
C 2.269 -0.551 -0.106
C 1.723 0.687 0.004
N 0.578 0.759 -0.760
C 0.435 -0.414 -1.317
O 1.789 -3.531 0.837
C 2.995 -4.298 0.861
C 4.105 -3.469 1.424
C 4.179 -3.078 2.723
Cl 3.066 -3.471 3.970
S 5.537 -2.100 3.047
C 6.052 -2.193 1.423
C 5.206 -2.950 0.674
C -1.440 -3.782 -0.850
Cl -1.100 -4.641 -2.336
C -2.769 -3.563 -0.529
H -2.312 -1.855 2.358
H 0.059 -2.291 1.759
H 1.122 -4.627 -0.789
H 1.053 -2.761 -2.338
H 2.636 -2.839 -1.572
H 3.153 -0.991 0.324
H 2.080 1.537 0.564
H -0.351 -0.707 -1.997
H 3.268 -4.628 -0.144
H 2.822 -5.187 1.468
H 6.953 -1.684 1.109
H 5.353 -3.140 -0.384
H -3.557 -3.933 -1.172
*
```

Properties
Maximum force, eV/A: 1.552
HOMO energy (spin up / spin down), eV: -7.25 / -7.09
E_LUMO (spin up / spin down), eV: -0.5 / -0.6

---

Entry 8:
DFT (ωB97M-V/def2-TZVPD) results for a single C5H2ClN molecule.

ORCA input file:
```
! RIJCOSX wB97M-V def2-TZVPD def2/J DEFGRID3
* xyz 0 1
C 0.868 0.589 -0.156
C 1.716 1.358 -0.765
C 0.412 -0.121 1.019
C -0.711 -0.737 0.745
C -0.376 0.363 -1.093
N -1.160 -0.436 -0.519
Cl -0.530 0.872 -2.634
H 0.792 -0.375 1.980
H -1.010 -1.514 1.424
*
```

Properties
ΔE to the lowest compared entry with this formula, charge and spin, kJ/mol: 257.6
Maximum force, eV/A: 2.598
HOMO energy, eV: -9.66
E_LUMO, eV: -1.0

---

Entry 9:
DFT (ωB97M-V/def2-TZVPD) results for 2 unconnected molecules or ions with the total composition C7H5P.

ORCA input file:
```
! RIJCOSX wB97M-V def2-TZVPD def2/J DEFGRID3
* xyz 0 1
C 2.482 -0.866 -1.219
C 0.334 2.620 1.031
C -0.213 -2.383 1.582
C 1.365 -0.499 -0.936
C 0.268 1.477 0.624
C -0.101 -1.311 1.033
C -2.240 0.406 -1.726
P -0.180 -0.017 -0.182
H 3.507 -0.967 -1.392
H 0.721 3.559 1.264
H -0.385 -3.093 2.327
H -3.167 -0.210 -1.530
H -2.391 1.284 -0.877
*
```

Properties
ΔE to the lowest compared entry with this formula, charge and spin, kJ/mol: 690.0
Maximum force, eV/A: 2.894
HOMO energy (spin up / spin down), eV: -8.52 / -8.52
E_LUMO (spin up / spin down), eV: -0.2 / -0.2

---

Entry 10:
DFT (ωB97M-V/def2-TZVPD) results for 14 unconnected molecules or ions with the total composition C14H56N28O14.

ORCA input file:
```
! RIJCOSX wB97M-V def2-TZVPD def2/J DEFGRID3
* xyz 0 1
C -10.473 12.550 9.353
O -10.582 13.745 9.775
N -9.379 12.034 8.922
N -11.440 11.719 9.253
H -9.269 11.041 8.775
H -8.488 12.508 8.941
H -11.400 10.848 8.744
H -12.185 11.990 9.879
C -5.590 10.794 8.686
O -6.122 11.686 9.306
N -5.300 10.831 7.413
N -5.216 9.653 9.177
H -4.728 10.118 6.984
H -5.568 11.679 6.934
H -5.498 9.407 10.115
H -4.905 8.973 8.498
C -14.131 13.564 10.828
O -13.924 12.418 10.413
N -15.106 13.872 11.656
N -13.407 14.572 10.547
H -15.589 13.088 12.072
H -15.201 14.792 12.064
H -13.539 15.447 11.034
H -12.553 14.356 10.052
C -10.241 9.064 4.883
O -10.228 9.764 3.874
N -10.911 9.452 5.915
N -9.661 7.920 5.018
H -10.725 9.142 6.858
H -11.207 10.413 5.825
H -9.183 7.517 4.225
H -9.583 7.413 5.888
C -8.182 12.309 5.170
O -8.014 12.715 4.058
N -9.134 12.818 5.953
N -7.704 11.204 5.736
H -9.889 13.224 5.420
H -9.156 12.816 6.963
H -7.026 10.773 5.125
H -7.793 10.966 6.714
C -13.028 6.972 11.076
O -13.630 7.478 12.018
N -12.842 5.702 10.983
N -12.381 7.572 10.140
H -13.141 5.074 11.715
H -12.306 5.491 10.153
H -12.306 8.571 10.014
H -12.302 6.961 9.339
C -12.210 11.114 13.085
O -12.638 10.806 14.148
N -12.145 10.231 12.157
N -11.434 12.136 12.910
H -12.708 9.453 12.469
H -11.718 10.472 11.274
H -10.919 12.448 13.721
H -11.116 12.484 12.016
C -9.084 8.753 9.385
O -9.776 9.376 8.540
N -8.008 9.166 10.001
N -9.197 7.493 9.407
H -7.678 8.529 10.712
H -7.913 10.172 10.006
H -8.624 6.925 10.016
H -10.075 7.108 9.088
C -7.431 16.316 9.732
O -7.333 16.599 8.561
N -6.925 16.986 10.701
N -7.944 15.255 10.268
H -6.808 16.359 11.484
H -6.574 17.933 10.676
H -8.436 14.553 9.734
H -7.800 14.987 11.231
C -13.018 12.366 5.117
O -11.921 12.548 4.582
N -13.195 12.159 6.412
N -14.222 12.275 4.554
H -14.081 12.226 6.892
H -12.367 11.971 6.959
H -14.254 12.397 3.552
H -15.033 12.100 5.130
C -10.888 16.817 6.540
O -10.704 17.624 7.451
N -11.381 15.686 6.826
N -10.686 16.981 5.280
H -11.583 15.537 7.804
H -11.855 15.141 6.120
H -10.214 17.747 4.821
H -10.680 16.205 4.634
C -14.378 8.752 7.012
O -13.691 9.331 7.799
N -14.924 7.601 7.103
N -14.708 9.279 5.816
H -15.411 7.196 6.317
H -14.442 6.939 7.695
H -15.434 8.868 5.246
H -14.315 10.178 5.576
C -16.199 12.427 7.758
O -16.412 12.330 6.535
N -15.471 11.625 8.414
N -16.773 13.276 8.585
H -15.093 12.013 9.266
H -15.033 10.821 7.987
H -17.267 14.051 8.166
H -16.798 13.113 9.581
C -10.930 17.106 11.339
O -11.131 18.180 11.774
N -10.853 16.077 12.060
N -10.889 16.688 10.102
H -10.848 16.178 13.065
H -10.922 15.246 11.491
H -10.949 17.415 9.404
H -10.482 15.773 9.964
*
```

Properties
ΔE to the lowest compared entry with this formula, charge and spin, kJ/mol: 1055.1
Maximum force, eV/A: 7.725
HOMO energy, eV: -8.76
E_LUMO, eV: -0.9

---

Entry 11:
DFT (ωB97M-V/def2-TZVPD) results for 3 unconnected molecules or ions with the total composition H5O2S.

ORCA input file:
```
! RIJCOSX wB97M-V def2-TZVPD def2/J DEFGRID3
* xyz -1 1
S -0.124 1.251 1.069
H -0.258 2.583 1.231
H 1.484 0.885 -1.856
H 1.421 0.364 -0.488
O 1.655 0.045 -1.392
H -1.194 -1.069 0.891
H -1.281 -2.191 -0.110
O -1.703 -1.866 0.655
*
```

Properties
ΔE to the lowest compared entry with this formula, charge and spin, kJ/mol: 24.2
Maximum force, eV/A: 1.707
HOMO energy, eV: -3.19
E_LUMO, eV: 4.2

---

Entry 12:
DFT (ωB97M-V/def2-TZVPD) results for a molecular structure, C5H6BrN2O.

ORCA input file:
```
! RIJCOSX wB97M-V def2-TZVPD def2/J DEFGRID3
* xyz 1 1
C 0.625 -1.639 -0.035
C 0.894 -0.837 -1.131
C -0.135 1.061 -0.175
C -0.352 2.442 0.252
C -0.137 -1.198 1.098
N -1.102 -0.128 0.901
N 0.583 0.463 -1.063
O -0.949 2.686 1.252
Br -2.484 -0.457 -0.267
H 0.884 -2.651 -0.068
H 1.493 -1.274 -1.959
H 0.102 3.123 -0.446
H -0.833 -1.893 1.655
H 0.586 -0.748 1.882
H 0.825 1.050 -1.896
*
```

Properties
ΔE to the lowest compared entry with this formula, charge and spin, kJ/mol: 441.6
Maximum force, eV/A: 6.671
HOMO energy, eV: -13.86
E_LUMO, eV: -6.6